Molecular formula: C30H40F16O6
Method: DFT, ωB97M-V/def2-TZVPD

Last column: Mulliken charge in e.
Element x y z (Å)
C -4.16 3.78 5.25  -1.17
C -3.14 2.82 4.60  0.00
C -3.77 1.56 3.98  -0.74
C -2.91 1.10 2.80  -0.35
C -3.14 -0.36 2.38  -0.90
C -1.84 -1.17 2.22  -0.70
C -1.52 -1.54 0.75  -0.84
C -0.12 -1.16 0.27  -0.05
C 0.97 -1.82 1.10  -0.61
O 2.28 -1.39 0.71  -0.35
C 2.81 -2.11 -0.27  0.81
O 2.18 -2.83 -1.05  -0.54
O 4.17 -2.01 -0.32  -0.43
C 4.62 -1.46 -1.58  -0.64
C 4.46 0.06 -1.57  0.37
C 5.65 0.77 -2.25  -1.32
O 3.20 0.53 -2.02  -0.24
C 2.87 0.21 -3.35  -0.65
C 1.66 1.04 -3.71  0.16
C 1.88 2.31 -4.11  -0.33
C 0.83 3.13 -4.41  -0.77
C -0.42 2.63 -4.27  -0.33
C -0.67 1.36 -3.89  -0.91
C 0.39 0.55 -3.61  0.02
H -5.18 3.43 5.08  0.36
H -3.96 3.83 6.32  0.30
H -4.07 4.77 4.83  0.28
H -2.38 2.50 5.31  0.41
H -2.62 3.37 3.81  -0.17
H -4.78 1.79 3.65  0.38
H -3.76 0.76 4.72  0.34
H -1.87 1.28 3.08  0.40
H -3.11 1.76 1.95  -0.06
H -3.70 -0.35 1.45  0.51
H -3.76 -0.85 3.12  0.48
H -2.00 -2.10 2.76  0.28
H -1.01 -0.66 2.70  0.38
H -1.70 -2.60 0.58  0.33
H -2.22 -1.00 0.12  0.47
H 0.01 -0.08 0.33  0.24
H 0.02 -1.50 -0.75  0.06
H 0.83 -1.51 2.14  0.48
H 0.88 -2.90 1.10  0.28
H 4.12 -1.95 -2.41  0.28
H 5.68 -1.67 -1.60  0.33
H 4.51 0.35 -0.52  0.37
H 6.21 1.37 -1.54  0.37
H 5.27 1.45 -3.01  0.29
H 6.33 0.07 -2.75  0.34
H 3.65 0.46 -4.08  0.51
H 2.59 -0.84 -3.48  0.35
H 2.89 2.67 -4.19  0.36
H 1.03 4.14 -4.72  0.43
H -1.25 3.29 -4.48  0.43
H -1.67 0.95 -3.80  0.43
H 0.29 -0.48 -3.30  0.34
C -0.82 6.33 0.94  -0.86
C -1.39 4.92 0.70  1.05
C -1.71 4.50 -0.74  0.08
F -2.64 5.29 -1.32  -0.26
F -2.21 3.24 -0.74  -0.24
F -2.46 4.74 1.50  -0.27
F -0.43 4.04 1.12  -0.32
O -1.68 7.38 1.37  -0.39
C -2.41 8.16 0.49  0.80
C -3.93 7.98 0.67  0.19
F -4.29 6.69 0.52  -0.20
F -4.57 8.71 -0.28  -0.27
F -2.02 7.98 -0.78  -0.29
F -2.14 9.44 0.80  -0.30
H -0.15 6.20 1.79  0.42
H -0.18 6.65 0.11  0.32
H -0.81 4.51 -1.36  0.26
H -4.23 8.32 1.66  0.25
C 2.50 -7.03 -0.95  -0.79
C 1.33 -7.24 -1.93  0.83
C -0.05 -6.71 -1.54  0.27
F -0.53 -7.26 -0.40  -0.23
F -0.93 -7.00 -2.52  -0.28
F 1.25 -8.55 -2.26  -0.28
F 1.66 -6.57 -3.06  -0.31
O 2.90 -8.10 -0.09  -0.42
C 2.31 -8.33 1.14  0.84
C 1.58 -9.68 1.20  0.18
F 0.65 -9.78 0.24  -0.22
F 0.96 -9.80 2.40  -0.26
F 1.52 -7.31 1.52  -0.28
F 3.31 -8.40 2.04  -0.30
H 3.37 -6.90 -1.59  0.40
H 2.40 -6.09 -0.41  0.47
H -0.02 -5.62 -1.41  0.12
H 2.30 -10.50 1.08  0.23

## Properties
HOMO energy, eV: -9.6
LUMO energy, Eh: 0.01748
SMILES: CCCCCCCCCOC(=O)OC[C@@H](C)OCc1ccccc1.FC(F)C(F)(F)COC(F)(F)C(F)F.FC(F)C(F)(F)COC(F)(F)C(F)F



Molecular formula: C22H41ClNOP3Pb
Method: DFT, ωB97M-V/def2-TZVPD

Last column: Mulliken charge in e.
Element x y z (Å)
Pb 0.33 0.56 1.14  0.75
P 1.44 0.89 -1.25  0.49
P -0.14 3.21 1.40  0.80
P 0.31 -2.09 0.94  0.81
H -2.48 1.27 1.26  0.53
C -2.24 0.33 1.77  -0.75
C -1.65 0.27 3.00  -0.56
H -1.37 1.16 3.57  0.30
C 0.08 0.89 -2.44  -0.91
C 2.35 2.44 -1.38  -1.16
C 2.59 -0.43 -1.65  -1.17
C -1.22 3.62 2.79  -1.32
C 1.28 4.31 1.53  -1.13
C -1.07 3.64 -0.11  -1.20
C -0.69 -2.89 2.22  -1.35
C 1.91 -2.90 0.94  -1.16
C -0.54 -2.42 -0.65  -1.52
H -2.33 -0.55 1.10  0.53
H -1.22 -0.66 3.41  0.33
H 0.53 1.02 -3.43  0.50
H -0.64 1.70 -2.24  0.29
H -0.49 -0.05 -2.41  0.19
H 2.77 2.47 -2.39  0.56
H 3.16 2.48 -0.64  0.36
H 1.72 3.32 -1.21  0.39
H 3.00 -0.19 -2.64  0.58
H 2.12 -1.42 -1.68  0.38
H 3.40 -0.47 -0.92  0.36
H -1.45 4.69 2.77  0.48
H -0.71 3.37 3.72  0.42
H -2.15 3.04 2.76  0.40
H 1.01 5.32 1.22  0.48
H 2.12 3.96 0.92  0.27
H 1.64 4.33 2.57  0.42
H -1.47 4.65 0.03  0.53
H -1.91 2.94 -0.25  0.34
H -0.47 3.60 -1.03  0.30
H -0.73 -3.97 2.02  0.48
H -1.70 -2.48 2.26  0.39
H -0.22 -2.72 3.20  0.45
H 1.78 -3.96 0.70  0.48
H 2.37 -2.80 1.93  0.41
H 2.61 -2.45 0.23  0.31
H -0.73 -3.50 -0.71  0.56
H 0.03 -2.09 -1.53  0.47
H -1.51 -1.89 -0.69  0.44
C -2.71 -2.67 -4.87  0.68
C -3.79 -2.47 -5.77  -0.58
C -5.08 -2.68 -5.29  -0.57
C -5.29 -3.09 -3.96  -0.48
C -4.21 -3.29 -3.09  -0.38
C -2.91 -3.09 -3.56  -0.18
O -1.41 -2.43 -5.22  -0.47
H -1.39 -2.17 -6.16  0.33
H -3.59 -2.16 -6.79  0.34
H -5.94 -2.53 -5.95  0.40
H -6.30 -3.25 -3.60  0.41
H -4.36 -3.60 -2.06  0.38
H -2.03 -3.24 -2.93  0.46
Cl 3.03 0.36 6.44  -0.10
C 3.29 0.52 4.75  -0.07
C 4.58 0.67 4.21  -0.22
C 4.72 0.80 2.82  -1.04
C 3.56 0.77 2.05  -0.05
N 2.34 0.63 2.57  0.11
C 2.18 0.50 3.90  -0.38
H 5.42 0.68 4.89  0.50
H 5.69 0.92 2.30  0.48
H 3.56 0.86 0.95  0.37
H 1.16 0.39 4.25  0.53

## Properties
HOMO energy (alpha / beta), eV: -16.5 / -16.5
LUMO energy (alpha / beta), Eh: -0.53821 / -0.53822
Net charge: +4
Energy relative to the best compared isomer or geometry (same formula, charge and spin), kJ/mol: 0.00



Molecular formula: C26H50Cl2LaN3O5Si
Method: DFT, ωB97M-V/def2-TZVPD

Last column: Mulliken charge in e.
Element x y z (Å)
C -2.46 3.73 -0.04  -1.25
C -2.76 3.46 -1.49  0.35
H -1.73 4.55 0.04  0.29
H -2.02 2.82 0.40  0.02
H -3.37 4.03 0.53  0.32
C -3.07 4.43 -2.38  0.08
C -2.99 5.90 -2.11  -1.47
H -3.44 4.18 -3.39  0.51
H -2.08 6.16 -1.56  0.30
H -3.86 6.24 -1.54  0.31
H -2.98 6.46 -3.06  0.37
La 0.02 -0.70 1.72  2.15
Cl -2.42 -0.90 0.59  -0.67
C -0.47 -3.47 -0.11  0.02
O 0.38 -2.75 0.47  -0.61
N -0.23 -4.03 -1.30  0.23
C 1.04 -3.77 -1.96  -0.88
C -1.31 -4.62 -2.09  -0.87
H -1.47 -3.64 0.32  0.41
H 1.87 -3.91 -1.26  0.28
H 1.09 -2.75 -2.38  0.16
H 1.14 -4.50 -2.77  0.38
H -2.01 -5.11 -1.39  0.36
H -0.88 -5.35 -2.77  0.31
H -1.86 -3.84 -2.66  0.29
H 4.66 -4.54 2.26  0.32
H 3.79 -5.13 4.77  0.32
C 4.71 -3.51 2.64  -0.92
C 3.95 -4.06 4.92  -0.90
N 3.72 -3.30 3.69  0.17
H 4.52 -2.80 1.82  0.25
C 2.64 -2.54 3.53  0.83
O 2.35 -1.90 2.49  -0.79
H 3.27 -3.69 5.70  0.28
H 1.95 -2.50 4.41  -0.44
H 5.71 -3.36 3.04  0.33
H 4.99 -3.92 5.26  0.31
H 4.03 3.65 3.95  0.32
H 1.68 3.62 1.01  0.25
C 4.30 3.16 3.01  -0.92
C 2.75 3.36 1.02  -0.78
N 3.14 2.68 2.27  0.21
H 4.99 2.33 3.24  0.36
C 2.52 1.56 2.64  -0.12
O 1.49 1.13 2.03  -0.49
H 2.97 2.71 0.15  0.29
H 2.93 1.01 3.50  0.40
H 4.81 3.90 2.40  0.31
H 3.36 4.27 0.97  0.37
O -1.48 1.37 -1.45  -0.33
C -2.66 2.01 -1.93  -0.37
C -2.19 2.48 -4.42  0.45
C -2.90 1.81 -3.42  0.03
H -1.49 3.28 -4.15  0.69
C -2.45 2.19 -5.78  -1.19
H -3.48 1.49 -1.41  0.37
C -3.89 0.90 -3.76  -0.40
H -1.89 2.70 -6.56  0.38
C -3.44 1.27 -6.12  -0.46
C -4.19 0.64 -5.11  -0.65
H -4.42 0.42 -2.93  0.30
H -3.62 1.01 -7.17  0.36
H -5.02 -0.04 -5.32  0.37
Si 0.00 1.16 -2.41  2.10
Cl 0.59 3.14 -1.97  -0.55
C 0.79 1.53 -4.15  -1.52
C -0.82 -0.54 -3.15  -1.32
C 1.17 0.17 -1.27  0.24
H 0.20 1.04 -4.93  0.32
H 1.76 1.01 -4.08  0.33
H 1.00 2.56 -4.49  0.35
H 1.49 0.81 -0.43  -0.44
H 2.09 -0.16 -1.78  0.29
H 0.70 -0.77 -0.92  -0.84
H -1.62 -0.37 -3.90  0.30
H -1.31 -1.03 -2.30  0.02
H -0.12 -1.26 -3.61  0.40
C -0.30 -1.60 6.16  -1.40
C -0.75 -2.22 4.85  0.69
C -2.21 -2.67 4.86  -1.39
O -0.51 -1.35 3.77  -0.60
H -0.79 -0.63 6.33  0.34
H 0.79 -1.43 6.11  0.31
H -0.51 -2.24 7.01  0.35
H -0.14 -3.13 4.73  0.15
H -2.89 -1.82 4.98  0.31
H -2.45 -3.17 3.91  0.29
H -2.41 -3.37 5.67  0.39

## Properties
HOMO energy, eV: -6.6
LUMO energy, Eh: -0.00923
Energy relative to the best compared isomer or geometry (same formula, charge and spin), kJ/mol: 208.57



Molecular formula: C22H18BrNOS6Y
Method: DFT, ωB97M-V/def2-TZVPD

Last column: Mulliken charge in e.
Element x y z (Å)
Y -0.26 -0.25 -0.16  0.63
C -4.40 -1.14 -1.22  -1.44
C -3.18 -0.91 -2.07  0.88
C -2.87 0.37 -2.51  -0.29
C -1.75 0.61 -3.30  -0.57
C -0.92 -0.44 -3.67  -0.42
C -1.20 -1.72 -3.21  -0.52
C -2.32 -1.95 -2.42  -0.25
H -4.21 -0.87 -0.18  0.24
H -4.69 -2.19 -1.23  0.35
H -5.23 -0.54 -1.59  0.44
H -3.48 1.20 -2.18  0.31
H -1.52 1.62 -3.60  0.33
H -0.05 -0.25 -4.28  0.49
H -0.54 -2.54 -3.44  0.34
H -2.48 -2.94 -2.00  0.20
O -2.00 4.86 4.30  -0.63
C -1.59 4.06 3.50  0.57
S -2.00 4.07 1.78  -0.21
C -1.02 2.69 1.30  0.27
C -0.35 2.05 2.28  0.12
S 0.70 0.64 2.19  -0.41
S -0.57 2.68 3.91  -0.20
S -1.07 2.33 -0.43  -0.52
S -2.05 -1.62 1.19  -0.51
C -0.93 -2.75 1.96  0.60
C -1.29 -3.25 3.21  -0.77
C -0.51 -4.16 3.88  -0.53
C 0.68 -4.60 3.31  -0.51
C 1.07 -4.10 2.08  -0.78
C 0.28 -3.18 1.39  0.54
S 0.91 -2.62 -0.18  -0.41
H -2.21 -2.89 3.66  0.39
H -0.82 -4.53 4.85  0.34
H 1.31 -5.31 3.82  0.34
H 2.00 -4.41 1.63  0.37
C 3.75 4.06 0.26  -1.30
C 3.50 2.80 -0.51  0.27
C 4.39 2.32 -1.46  -0.39
C 4.09 1.16 -2.17  -0.64
C 2.90 0.53 -1.87  -0.06
Br 2.42 -1.04 -2.84  -0.12
N 2.05 0.94 -0.93  0.62
C 2.35 2.06 -0.28  -0.43
H 4.67 4.54 -0.07  0.37
H 3.82 3.87 1.33  0.31
H 2.93 4.76 0.11  0.32
H 5.31 2.85 -1.66  0.36
H 4.75 0.77 -2.93  0.40
H 1.62 2.36 0.46  0.50

## Properties
HOMO energy, eV: -4.1
LUMO energy, Eh: 0.08081
Net charge: -1
Energy relative to the best compared isomer or geometry (same formula, charge and spin), kJ/mol: 60.89



Molecular formula: C22H40BeF7N2O10
Method: DFT, ωB97M-V/def2-TZVPD

Last column: Mulliken charge in e.
Element x y z (Å)
C 5.85 2.95 1.54  -0.64
O 4.97 3.30 2.58  -0.39
C 4.26 2.20 3.12  -0.81
C 2.85 2.10 2.55  0.08
O 2.73 0.89 1.81  -0.41
C 1.52 0.78 1.16  0.03
C 0.42 0.26 2.09  -0.24
O 0.68 -0.39 3.05  -0.43
C -1.07 0.53 1.76  1.28
F -1.64 -0.66 1.73  -0.23
F -1.23 1.11 0.52  -0.37
C -1.80 1.39 2.84  0.15
F -1.11 1.39 3.99  -0.28
F -3.02 0.90 3.05  -0.25
C -2.05 2.89 2.49  1.15
F -3.18 2.99 1.72  -0.29
F -2.44 3.56 3.65  -0.39
C -0.86 3.71 1.95  -0.06
O -0.10 4.22 2.70  -0.44
O -0.79 3.73 0.60  -0.38
H 6.18 3.87 1.06  0.25
H 6.73 2.42 1.92  0.28
H 5.36 2.32 0.79  0.25
H 4.78 1.27 2.88  0.35
H 4.24 2.33 4.20  0.35
H 2.69 2.96 1.90  0.31
H 2.12 2.11 3.36  0.21
H 1.63 0.04 0.36  -0.18
H 1.20 1.72 0.68  0.42
H -0.88 4.64 0.26  0.36
F -2.78 -1.81 3.58  -0.79
Be -3.45 3.32 5.56  0.25
C 1.81 -2.83 5.16  0.88
O 0.74 -2.23 5.17  -0.30
O 1.92 -4.05 4.89  -0.37
O 2.91 -2.28 5.40  -0.36
C -7.08 2.04 -2.85  -1.21
C -6.88 3.34 -2.11  0.73
O -7.37 4.39 -2.47  -0.62
N -6.09 3.30 -0.99  -0.06
C -5.40 2.19 -0.38  -0.66
H -7.72 2.24 -3.70  0.30
H -6.13 1.63 -3.20  0.34
H -7.56 1.30 -2.21  0.35
H -6.03 4.21 -0.56  0.10
H -5.75 2.02 0.64  0.26
H -4.32 2.38 -0.35  0.13
H -5.57 1.28 -0.94  0.34
C 4.66 -4.66 -4.01  -1.38
C 4.06 -3.27 -3.82  -0.33
C 3.54 -3.02 -2.40  -0.95
C 2.37 -3.87 -1.94  -0.59
N 1.05 -3.72 -2.69  0.41
C -0.08 -3.87 -1.69  -1.05
C -0.21 -2.49 -1.09  -0.31
C -0.04 -1.56 -2.29  -0.56
C 0.80 -2.36 -3.30  -0.61
C 0.94 -4.80 -3.72  -1.12
H 3.94 -5.46 -3.84  0.30
H 5.05 -4.78 -5.02  0.38
H 5.49 -4.82 -3.31  0.38
H 3.27 -3.12 -4.57  0.21
H 4.82 -2.52 -4.04  0.46
H 3.32 -1.96 -2.26  0.27
H 4.35 -3.24 -1.70  0.56
H 2.16 -3.63 -0.90  0.39
H 2.62 -4.93 -1.98  0.47
H -0.97 -4.16 -2.24  0.46
H 0.18 -4.65 -0.98  0.41
H 0.57 -2.31 -0.35  0.02
H -1.17 -2.35 -0.58  0.77
H 0.44 -0.62 -2.02  0.25
H -1.00 -1.30 -2.73  0.36
H 1.74 -1.89 -3.55  0.35
H 0.26 -2.53 -4.23  0.27
H 1.01 -5.76 -3.22  0.39
H 1.74 -4.69 -4.44  0.38
H -0.03 -4.71 -4.21  0.48
O -4.74 5.27 2.49  -0.37
H -4.21 4.46 2.27  0.44
H -4.68 5.97 1.81  0.45
H -4.51 5.59 3.39  0.43

## Properties
HOMO energy, eV: -8.3
LUMO energy, Eh: -0.19358
Net charge: +1



Molecular formula: C3H4S4
Method: DFT, ωB97M-V/def2-TZVPD

Last column: Mulliken charge in e.
Element x y z (Å)
C -0.89 -0.60 0.08  -0.35
C -0.65 -1.76 -0.42  -0.31
C 0.38 0.45 0.01  0.11
S 0.94 -2.20 -1.17  -0.08
S 1.86 -0.42 -0.54  -0.05
S 0.66 1.00 1.80  -0.10
S -0.21 1.92 -0.95  -0.14
H -1.80 -0.21 0.71  0.30
H -1.36 -2.63 -0.39  0.30
H 0.06 2.09 1.71  0.16
H 1.01 2.34 -0.84  0.15

## Properties
HOMO energy, eV: -8.3
LUMO energy, Eh: 0.00618
SMILES: SC1(S)C=CSS1
Energy relative to the best compared isomer or geometry (same formula, charge and spin), kJ/mol: 84.67



Strongest force on any atom values (in eV/Å) by entry order: 2.721; 2.151; 3.372; 0.552; 0.879; 4.109.
Electronic energy values (in eV) by entry order: -87522.866; -72610.626; -76268.293; -162748.082; -66320.959; -46515.103.